--- 1 ---
Molecular formula: C2H6N2O
Method: DFT, ωB97M-V/def2-TZVPD

Geometry as ORCA input:
```
! wB97M-V def2-TZVPD RIJCOSX def2/J DEFGRID3
* xyz 0 1
N -1.72 0.51 0.12
C -0.42 0.62 0.50
O -0.08 1.26 1.47
H -2.42 0.84 0.78
H -1.98 -0.16 -0.60
H -0.71 -1.32 -1.58
C 1.81 -0.20 0.15
N 0.56 -0.15 -0.22
H 0.13 -0.94 -1.23
H 2.49 0.63 0.19
H 2.36 -1.09 0.43
*
```

Output
Molecular weight = 74.08 Da
E_LUMO (alpha / beta) = -0.99 / -0.99 eV
HOMO-LUMO gap (alpha / beta) = 7.8511 / 7.8490 eV

***

--- 2 ---
Molecular formula: C2H6N2O
Method: DFT, ωB97M-V/def2-TZVPD

Geometry as ORCA input:
```
! wB97M-V def2-TZVPD RIJCOSX def2/J DEFGRID3
* xyz 0 1
C -1.73 0.12 -0.05
N -0.37 -0.45 -0.07
C 0.77 0.23 -0.11
N 2.00 -0.48 -0.11
O 0.76 1.48 -0.02
H -1.73 1.02 -0.72
H -2.45 -0.66 -0.27
H -1.87 0.56 0.97
H -0.13 -1.47 -0.09
H 2.60 0.25 -0.41
H 2.14 -0.59 0.89
*
```

Output
SMILES string = CNC(N)=O
Molecular weight = 74.08 Da
E_LUMO = 0.86 eV
HOMO-LUMO gap = 10.3954 eV

***

Most stable: 2. Least stable: 1.

***

--- 1 ---
Molecular formula: C4H5FS
Method: DFT, ωB97M-V/def2-TZVPD

Geometry as ORCA input:
```
! wB97M-V def2-TZVPD RIJCOSX def2/J DEFGRID3
* xyz 0 1
F -0.03 -3.00 -0.29
C 0.13 -1.78 0.28
C -0.62 -0.72 0.03
C -0.13 0.60 0.52
C 0.23 1.43 -0.73
S 0.65 3.03 -0.56
H 1.08 -1.68 0.85
H -1.43 -0.62 -0.63
H -0.69 1.17 1.22
H 0.81 0.52 0.97
H 0.01 1.07 -1.66
*
```

Output
SMILES string = F/C=C/CC=S
Molecular weight = 104.15 Da
E_LUMO (alpha / beta) = -0.56 / -0.56 eV
HOMO-LUMO gap (alpha / beta) = 8.3561 / 8.3554 eV

***

--- 2 ---
Molecular formula: C4H5FS
Method: DFT, ωB97M-V/def2-TZVPD

Geometry as ORCA input:
```
! wB97M-V def2-TZVPD RIJCOSX def2/J DEFGRID3
* xyz 0 1
C -0.32 -0.08 -0.13
C 0.90 -0.99 -0.16
C -0.22 1.37 -0.55
C 0.03 2.50 -0.71
H -1.82 -1.52 1.65
H -1.08 -0.45 -0.91
H 1.53 -1.10 0.89
H 1.64 -0.81 -0.93
H 0.10 3.75 -0.21
F 0.29 -2.36 -0.56
S -1.05 -0.29 1.61
*
```

Output
Molecular weight = 104.15 Da
E_LUMO = 0.40 eV
HOMO-LUMO gap = 9.9279 eV

***

Most stable: 1. Least stable: 2.

***

--- 1 ---
Molecular formula: CH6P2S
Method: DFT, ωB97M-V/def2-TZVPD

Geometry as ORCA input:
```
! wB97M-V def2-TZVPD RIJCOSX def2/J DEFGRID3
* xyz 0 1
P 1.79 1.16 0.22
C 0.28 0.37 -0.30
S 0.05 -1.36 0.44
P -2.00 -1.44 0.10
H 1.28 1.12 1.42
H 2.67 0.14 0.43
H -0.51 1.03 0.06
H 0.16 0.42 -1.32
H -1.71 -1.41 -1.25
H -2.02 -0.02 0.19
*
```

Output
SMILES string = PCSP
Molecular weight = 112.07 Da
E_LUMO = 0.85 eV
HOMO-LUMO gap = 9.9938 eV

***

--- 2 ---
Molecular formula: CH6P2S
Method: DFT, ωB97M-V/def2-TZVPD

Geometry as ORCA input:
```
! wB97M-V def2-TZVPD RIJCOSX def2/J DEFGRID3
* xyz 0 1
H -2.25 1.65 1.17
P -1.99 0.94 -0.06
S -0.34 0.06 0.74
C -0.15 -1.47 -0.18
P 1.83 0.80 0.05
H 0.89 -1.37 -0.14
H -0.48 -2.39 0.19
H -0.34 -1.50 -1.31
H 1.44 1.95 0.78
H 1.39 1.34 -1.22
*
```

Output
SMILES string = [H]/P=S(/C)#[PH2]
Molecular weight = 112.07 Da
E_LUMO = -0.44 eV
HOMO-LUMO gap = 6.7880 eV

***

Most stable: 1. Least stable: 2.

***

--- 1 ---
Molecular formula: C5H7F
Method: DFT, ωB97M-V/def2-TZVPD

Geometry as ORCA input:
```
! wB97M-V def2-TZVPD RIJCOSX def2/J DEFGRID3
* xyz 0 1
C -1.57 -1.14 1.21
C -1.37 -0.47 0.08
C 0.97 1.20 -0.97
C 1.29 -0.20 -0.55
C 0.32 0.66 0.18
F 0.45 1.08 1.45
H -2.38 -1.77 1.36
H -1.03 -0.86 2.11
H -1.90 -0.42 -0.78
H 1.69 1.99 -0.90
H 0.33 1.28 -1.84
H 0.88 -0.83 -1.30
H 2.32 -0.52 -0.04
*
```

Output
Molecular weight = 86.11 Da
E_LUMO = 1.18 eV
HOMO-LUMO gap = 10.4136 eV

***

--- 2 ---
Molecular formula: C5H7F
Method: DFT, ωB97M-V/def2-TZVPD

Geometry as ORCA input:
```
! wB97M-V def2-TZVPD RIJCOSX def2/J DEFGRID3
* xyz 0 1
C -2.32 0.51 0.43
C -1.25 0.10 0.13
C 0.03 -0.38 -0.20
C 0.77 -0.46 1.15
C 0.74 0.44 -1.40
F 0.06 0.03 -2.51
H -3.15 0.92 1.01
H -0.05 -1.34 -0.54
H 1.81 -0.74 1.16
H 0.24 -1.24 1.72
H 0.70 0.53 1.67
H 0.65 1.51 -1.27
H 1.76 0.13 -1.35
*
```

Output
SMILES string = C#C[C@H](C)CF
Molecular weight = 86.11 Da
E_LUMO = 1.03 eV
HOMO-LUMO gap = 11.0508 eV

***

Most stable: 2. Least stable: 1.

***

--- 1 ---
Molecular formula: C5H7F
Method: DFT, ωB97M-V/def2-TZVPD

Geometry as ORCA input:
```
! wB97M-V def2-TZVPD RIJCOSX def2/J DEFGRID3
* xyz 0 1
C -0.85 0.11 -2.09
C 0.13 0.75 -1.12
C 0.16 0.33 0.17
C 0.71 0.07 1.28
C 0.65 -0.74 2.52
F 1.37 -0.34 3.68
H -0.76 0.52 -3.13
H -0.74 -0.92 -2.17
H -1.86 0.16 -1.77
H 1.12 0.85 -1.47
H -0.28 1.76 -1.01
H 0.92 -1.83 2.29
H -0.56 -0.72 2.80
*
```

Output
SMILES string = CCC#CCF
Molecular weight = 86.11 Da
E_LUMO = 0.40 eV
HOMO-LUMO gap = 9.7309 eV

***

--- 2 ---
Molecular formula: C5H7F
Method: DFT, ωB97M-V/def2-TZVPD

Geometry as ORCA input:
```
! wB97M-V def2-TZVPD RIJCOSX def2/J DEFGRID3
* xyz 0 1
C 1.32 0.98 0.22
C 2.26 1.73 -0.08
C 0.14 -1.49 0.18
C -1.40 0.40 -0.44
C -0.35 -0.08 0.45
F -2.00 1.51 0.09
H -0.49 0.21 1.44
H -0.62 -2.27 0.78
H 0.03 -1.97 -0.83
H 1.02 -1.76 0.63
H -0.91 0.78 -1.45
H -2.14 -0.27 -0.60
H 3.14 2.21 -0.40
*
```

Output
Molecular weight = 86.11 Da
E_LUMO = 0.90 eV
HOMO-LUMO gap = 10.7400 eV

***

Most stable: 1. Least stable: 2.

***

--- 1 ---
Molecular formula: C5H10N2
Method: DFT, ωB97M-V/def2-TZVPD

Geometry as ORCA input:
```
! wB97M-V def2-TZVPD RIJCOSX def2/J DEFGRID3
* xyz 0 1
C -1.27 -0.52 0.94
C -0.10 -1.07 -1.24
C 0.64 -0.06 -0.36
C 0.72 1.69 0.67
C -0.44 0.67 0.36
H -0.53 -1.09 1.63
H -2.25 -0.35 1.42
H -1.53 -2.31 -0.38
H 0.51 -1.99 -1.37
H -0.17 -0.61 -2.30
H 1.26 -0.65 0.38
H 2.41 1.00 -0.42
H 1.26 1.48 1.54
H 0.46 2.80 0.61
H -0.98 1.07 -0.45
N -1.37 -1.26 -0.44
N 1.39 1.20 -0.57
*
```

Output
Molecular weight = 98.15 Da
E_LUMO = 1.06 eV
HOMO-LUMO gap = 9.7878 eV

***

--- 2 ---
Molecular formula: C5H10N2
Method: DFT, ωB97M-V/def2-TZVPD

Geometry as ORCA input:
```
! wB97M-V def2-TZVPD RIJCOSX def2/J DEFGRID3
* xyz 0 1
C -1.42 -0.09 2.25
N -0.26 -0.24 1.38
C 0.30 0.88 1.01
C 1.21 0.78 -0.09
C 0.80 -0.14 -1.04
C -0.60 -0.16 -1.61
N 1.74 -0.79 -1.80
H -1.88 -1.07 2.41
H -1.13 0.30 3.23
H -2.17 0.57 1.82
H 0.03 1.87 1.41
H 2.23 1.13 0.01
H -1.07 -1.13 -1.41
H -0.57 -0.02 -2.69
H -1.23 0.63 -1.19
H 2.62 -0.97 -1.33
H 1.39 -1.57 -2.35
*
```

Output
SMILES string = C/N=C/C=C(\C)N
Molecular weight = 98.15 Da
E_LUMO = 1.08 eV
HOMO-LUMO gap = 8.7562 eV

***

--- 3 ---
Molecular formula: C5H10N2
Method: DFT, ωB97M-V/def2-TZVPD

Geometry as ORCA input:
```
! wB97M-V def2-TZVPD RIJCOSX def2/J DEFGRID3
* xyz 0 1
C -0.12 -0.13 -1.91
C 1.24 1.41 0.36
C -0.06 -0.20 1.88
C 0.14 0.41 0.53
C -1.21 -1.32 -0.69
N -0.54 -0.01 -0.49
N -0.24 -1.52 -1.71
H -0.90 0.37 -2.53
H 0.87 0.24 -2.19
H 2.21 0.90 0.36
H 1.23 2.12 1.18
H 1.14 1.94 -0.58
H 0.14 0.54 2.66
H 0.63 -1.03 2.02
H -1.07 -0.58 2.00
H -2.25 -1.12 -1.02
H -1.20 -2.03 0.13
*
```

Output
Molecular weight = 98.15 Da
E_LUMO = 0.76 eV
HOMO-LUMO gap = 7.3235 eV

***

Most stable: 2. Least stable: 3.

***

--- 1 ---
Molecular formula: C5H10N2
Method: DFT, ωB97M-V/def2-TZVPD

Geometry as ORCA input:
```
! wB97M-V def2-TZVPD RIJCOSX def2/J DEFGRID3
* xyz 0 1
C 0.66 -1.20 -0.67
C -0.01 -0.44 0.47
C 0.33 -1.04 1.83
N 0.41 1.02 0.52
C -0.07 1.83 -0.51
C -1.08 1.53 -1.30
N -1.79 1.24 -2.25
H 0.42 -0.74 -1.63
H 1.74 -1.20 -0.54
H 0.32 -2.23 -0.69
H -1.10 -0.45 0.33
H -0.04 -2.06 1.89
H -0.14 -0.46 2.62
H 1.40 -1.04 1.99
H 1.41 1.13 0.64
H 0.34 2.83 -0.56
H -2.80 1.30 -2.14
*
```

Output
SMILES string = CC(C)NC=C=N
Molecular weight = 98.15 Da
E_LUMO = 1.02 eV
HOMO-LUMO gap = 8.4502 eV

***

--- 2 ---
Molecular formula: C5H10N2
Method: DFT, ωB97M-V/def2-TZVPD

Geometry as ORCA input:
```
! wB97M-V def2-TZVPD RIJCOSX def2/J DEFGRID3
* xyz 0 1
C -1.98 -0.28 0.17
C -1.13 -0.29 -1.09
N -0.33 0.85 -1.50
C 0.35 -0.32 -0.93
C 0.93 -0.47 0.45
C 2.18 0.21 0.87
N 0.89 0.60 1.45
H -3.00 0.06 -0.02
H -1.54 0.35 0.96
H -2.03 -1.30 0.58
H -1.58 -0.82 -1.93
H -0.49 1.65 -0.89
H 0.92 -0.85 -1.69
H 0.74 -1.46 0.87
H 2.86 -0.28 1.56
H 2.65 0.89 0.15
H 0.57 1.46 1.01
*
```

Output
SMILES string = C[C@H]1N[C@H]1[C@H]1CN1
Molecular weight = 98.15 Da
E_LUMO = 1.17 eV
HOMO-LUMO gap = 10.4692 eV

***

Most stable: 1. Least stable: 2.

***

--- 1 ---
Molecular formula: C5H10N2
Method: DFT, ωB97M-V/def2-TZVPD

Geometry as ORCA input:
```
! wB97M-V def2-TZVPD RIJCOSX def2/J DEFGRID3
* xyz 0 1
H 3.05 0.23 1.02
N 2.85 0.18 -0.11
C 1.59 -0.25 -0.17
N 0.85 -0.12 -1.24
C -0.43 0.61 -0.76
C -0.70 1.65 0.38
C -0.49 -0.72 -0.80
C -0.59 -1.61 0.34
H 1.15 -0.27 0.79
H -1.02 0.92 -1.69
H -1.69 1.90 0.10
H -0.69 1.22 1.50
H -0.24 2.67 -0.04
H -1.28 -0.90 -1.77
H -1.00 -1.03 1.37
H 0.30 -2.34 0.73
H -1.65 -2.13 0.36
*
```

Output
SMILES string = [H]/N=C/N1[C@H](C)[C@@H]1C
Molecular weight = 98.15 Da
E_LUMO = 0.65 eV
HOMO-LUMO gap = 10.0124 eV

***

--- 2 ---
Molecular formula: C5H10N2
Method: DFT, ωB97M-V/def2-TZVPD

Geometry as ORCA input:
```
! wB97M-V def2-TZVPD RIJCOSX def2/J DEFGRID3
* xyz 0 1
C 2.44 -0.66 0.07
C 1.05 -0.30 0.32
N 0.10 -1.14 0.30
N -1.28 -0.23 0.46
C -2.36 -0.87 -0.20
C -0.82 1.09 0.03
C 0.73 1.12 0.17
H 2.62 -0.18 -0.92
H 2.53 -1.72 -0.08
H 3.13 -0.53 0.96
H -2.38 -1.85 0.11
H -3.37 -0.37 0.17
H -2.18 -0.81 -1.39
H -1.35 1.89 0.68
H -1.26 1.35 -1.03
H 1.21 1.70 1.04
H 1.20 1.50 -0.69
*
```

Output
SMILES string = CC1=NN(C)CC1
Molecular weight = 98.15 Da
E_LUMO = 0.97 eV
HOMO-LUMO gap = 9.3002 eV

***

Most stable: 2. Least stable: 1.

***

--- 1 ---
Molecular formula: C22H37N2O4P
Method: DFT, ωB97M-V/def2-TZVPD

Geometry as ORCA input:
```
! wB97M-V def2-TZVPD RIJCOSX def2/J DEFGRID3
* xyz 0 1
C -2.39 1.33 6.47
C -3.69 0.86 5.77
C -3.61 0.85 4.23
C -2.29 0.27 3.64
C -2.53 -0.96 2.68
C -2.03 -0.68 1.24
C -0.54 -1.09 1.02
C -0.38 -2.62 1.08
C 0.93 -3.16 0.43
C 2.23 -2.37 0.73
C 3.25 -2.49 -0.49
C 3.75 -1.10 -0.86
C 3.07 -0.35 -1.87
C 3.45 0.89 -2.21
C 4.55 1.52 -1.56
N 4.86 2.80 -1.92
C 5.87 3.26 -1.21
C 6.58 2.53 -0.23
N 6.29 1.30 0.09
C 5.22 0.78 -0.58
C 4.82 -0.54 -0.25
H -2.57 1.61 7.51
H -1.89 2.12 5.89
H -1.69 0.48 6.48
H -4.48 1.57 6.06
H -4.01 -0.12 6.16
H -4.42 0.19 3.88
H -3.82 1.85 3.85
H -1.59 -0.07 4.40
H -1.84 1.04 3.00
H -3.59 -1.21 2.60
H -2.03 -1.83 3.12
H -2.24 0.35 0.96
H -2.65 -1.31 0.58
H 0.10 -0.66 1.80
H -0.17 -0.67 0.07
H -0.53 -2.97 2.10
H -1.21 -3.05 0.49
H 0.76 -3.28 -0.65
H 1.06 -4.18 0.83
H 2.72 -2.81 1.61
H 2.07 -1.31 0.94
H 4.06 -3.15 -0.17
H 2.74 -2.88 -1.37
H 2.20 -0.76 -2.38
H 2.91 1.42 -2.99
H 6.18 4.29 -1.40
H 7.41 3.01 0.29
H 5.38 -1.08 0.50
C -0.24 2.46 -4.07
O -1.29 1.81 -3.36
P -1.63 0.32 -3.77
O -0.55 -0.65 -3.56
O -2.15 0.44 -5.27
C -3.15 1.41 -5.60
O -2.95 0.02 -2.94
C -3.45 -1.32 -2.99
H 0.39 2.98 -3.35
H 0.37 1.76 -4.64
H -0.67 3.20 -4.75
H -2.70 2.17 -6.23
H -3.56 1.89 -4.71
H -3.95 0.91 -6.14
H -3.28 -1.77 -3.97
H -4.52 -1.28 -2.80
H -2.97 -1.92 -2.22
*
```

Output
SMILES string = CCCCCCCCCCCc1ccc2nccnc2c1.COP(=O)(OC)OC
Molecular weight = 424.52 Da
E_LUMO = 0.14 eV
HOMO-LUMO gap = 8.9465 eV

***

--- 2 ---
Molecular formula: C22H37N2O4P
Method: DFT, ωB97M-V/def2-TZVPD

Geometry as ORCA input:
```
! wB97M-V def2-TZVPD RIJCOSX def2/J DEFGRID3
* xyz 0 1
C 5.85 -3.62 2.62
C 6.59 -2.49 1.66
C 5.58 -1.76 0.59
C 4.13 -1.31 1.21
C 3.83 0.32 1.07
C 2.49 0.63 0.13
C 1.09 0.70 1.01
C 1.09 2.01 2.00
C -0.38 2.47 2.55
C -1.36 1.27 3.06
C -2.94 1.73 2.78
C -3.67 0.49 1.99
C -3.67 0.47 0.35
C -4.35 -0.75 -0.52
C -5.05 -2.05 0.26
N -5.60 -3.12 -0.64
C -6.14 -4.22 0.23
C -6.20 -4.26 1.86
N -5.66 -3.13 2.70
C -5.05 -2.02 1.88
C -4.39 -0.77 2.77
H 6.63 -4.32 3.13
H 5.00 -4.19 2.04
H 5.32 -3.01 3.48
H 7.42 -3.07 1.02
H 7.19 -1.69 2.31
H 6.12 -0.75 0.25
H 5.46 -2.44 -0.36
H 3.99 -1.55 2.36
H 3.27 -1.83 0.56
H 4.72 0.90 0.55
H 3.72 0.77 2.16
H 2.45 -0.13 -0.77
H 2.68 1.70 -0.35
H 0.97 -0.25 1.71
H 0.15 0.67 0.28
H 1.89 1.86 2.87
H 1.50 2.92 1.34
H -0.87 3.16 1.74
H -0.17 3.18 3.49
H -1.22 1.10 4.22
H -1.19 0.23 2.55
H -3.41 1.98 3.83
H -2.97 2.66 2.04
H -3.16 1.35 -0.27
H -4.32 -0.68 -1.71
H -6.58 -5.17 -0.34
H -6.67 -5.19 2.40
H -4.44 -0.79 3.95
C -2.20 -0.11 -4.27
O -0.91 0.37 -3.96
P -0.76 1.94 -3.63
O -1.53 2.41 -2.43
O -1.17 2.66 -5.01
C -0.57 2.22 -6.21
O 0.83 2.15 -3.55
C 1.28 3.43 -3.15
H -2.38 -1.04 -3.72
H -2.98 0.61 -4.00
H -2.26 -0.31 -5.34
H -1.33 1.76 -6.84
H 0.24 1.51 -6.04
H -0.16 3.09 -6.74
H 0.61 4.22 -3.52
H 2.28 3.60 -3.57
H 1.34 3.48 -2.06
*
```

Output
SMILES string = CCCCCCCCCCCc1ccc2nccnc2c1.COP(=O)(OC)OC
Molecular weight = 424.52 Da
E_LUMO = -0.93 eV
HOMO-LUMO gap = 7.1945 eV

***

Most stable: 1. Least stable: 2.

***

--- 1 ---
Molecular formula: CH2FNO2
Method: DFT, ωB97M-V/def2-TZVPD

Geometry as ORCA input:
```
! wB97M-V def2-TZVPD RIJCOSX def2/J DEFGRID3
* xyz 0 1
C -0.41 -0.07 -0.09
N 0.61 -0.90 -0.15
O 1.89 -0.46 0.00
O -1.24 1.63 -0.16
F -1.50 -0.79 0.04
H 2.47 -1.08 -0.30
H -1.84 1.69 0.66
*
```

Output
Molecular weight = 79.03 Da
E_LUMO (alpha / beta) = -0.94 / -0.94 eV
HOMO-LUMO gap (alpha / beta) = 9.5049 / 9.5056 eV

***

--- 2 ---
Molecular formula: CH2FNO2
Method: DFT, ωB97M-V/def2-TZVPD

Geometry as ORCA input:
```
! wB97M-V def2-TZVPD RIJCOSX def2/J DEFGRID3
* xyz 0 1
C -0.45 -0.44 -0.10
N 0.55 0.59 0.27
O 0.14 1.71 0.10
O 1.65 0.24 0.62
F 0.01 -1.68 0.34
H -1.30 -0.06 0.40
H -0.60 -0.35 -1.63
*
```

Output
Molecular weight = 79.03 Da
E_LUMO = -0.60 eV
HOMO-LUMO gap = 11.2528 eV

***

--- 3 ---
Molecular formula: CH2FNO2
Method: DFT, ωB97M-V/def2-TZVPD

Geometry as ORCA input:
```
! wB97M-V def2-TZVPD RIJCOSX def2/J DEFGRID3
* xyz 0 1
C 1.16 0.08 0.23
N 0.37 -0.77 -0.22
O -0.68 -1.04 -0.73
O -1.65 0.41 -0.80
F -2.29 0.54 0.32
H 0.97 1.15 0.46
H 2.13 -0.37 0.75
*
```

Output
Molecular weight = 79.03 Da
E_LUMO (alpha / beta) = -0.67 / -0.66 eV
HOMO-LUMO gap (alpha / beta) = 9.1206 / 9.1164 eV

***

Most stable: 2. Least stable: 3.

***

--- 1 ---
Molecular formula: C7H10O2
Method: DFT, ωB97M-V/def2-TZVPD

Geometry as ORCA input:
```
! wB97M-V def2-TZVPD RIJCOSX def2/J DEFGRID3
* xyz 0 1
O -0.47 -1.29 1.59
C -0.99 -1.19 0.23
C -1.72 0.06 -0.30
C -1.38 1.33 -0.15
C 0.02 1.64 0.52
C 1.32 0.92 -0.03
O 1.99 -0.02 0.77
C 1.50 -0.42 -0.57
C 0.39 -1.33 -0.71
H 0.24 -0.74 1.59
H -1.53 -2.07 0.03
H -2.62 -0.17 -1.04
H -1.97 2.21 -0.30
H -0.12 0.95 1.45
H 0.07 2.75 1.14
H 2.09 1.60 -0.38
H 2.28 -0.66 -1.41
H 0.76 -2.31 -0.67
H 0.13 -1.24 -1.76
*
```

Output
SMILES string = O[C@H]1C=CC[C@H]2O[C@H]2C1
Molecular weight = 126.15 Da
E_LUMO = 0.87 eV
HOMO-LUMO gap = 10.0508 eV

***

--- 2 ---
Molecular formula: C7H10O2
Method: DFT, ωB97M-V/def2-TZVPD

Geometry as ORCA input:
```
! wB97M-V def2-TZVPD RIJCOSX def2/J DEFGRID3
* xyz 0 1
O 2.13 -1.22 0.56
C 1.10 -1.49 -0.40
C -0.14 -0.68 -0.17
C -1.40 -1.16 -0.18
C -2.37 -0.02 -0.01
C -1.47 1.16 0.10
C -0.18 0.79 0.04
C 1.03 1.67 0.18
O 2.11 1.29 -0.64
H 1.75 -1.31 1.44
H 1.55 -1.25 -1.36
H 0.85 -2.56 -0.41
H -1.70 -2.18 -0.37
H -3.01 -0.14 0.87
H -3.07 0.03 -0.87
H -1.83 2.17 0.24
H 0.78 2.71 -0.08
H 1.37 1.67 1.24
H 2.50 0.52 -0.20
*
```

Output
SMILES string = OCC1=CCC=C1CO
Molecular weight = 126.15 Da
E_LUMO = 0.79 eV
HOMO-LUMO gap = 9.4135 eV

***

Most stable: 2. Least stable: 1.